Below is a 4-piece molecular cluster, C2H12NO4 overall, with properties calculated with wB97M-V/def2-TZVPD.

As for the orbital gap: 8.567 eV. Its LUMO energy is 0.1420 Ha.

```
! wB97M-V def2-TZVPD RIJCOSX def2/J DEFGRID3
* xyz -1 1
C -0.7358 0.2525 1.5771
N -0.5760 -0.1005 0.1713
C -0.1680 -1.5125 0.0373
O 1.0261 -1.8058 0.7358
H -1.6326 -0.2130 1.9932
H 0.0962 0.2107 2.2792
H -1.0257 1.3187 1.5581
H 0.2537 0.4054 -0.1440
H -0.9878 -2.0249 0.5422
H 0.0661 -1.7119 -1.0063
H -2.0790 0.0051 -0.6468
H -2.9839 -0.9485 -1.4947
O -3.0070 -0.1236 -1.0123
H 3.1468 0.3628 -0.2100
H 1.7195 -1.2913 0.2222
O 2.2781 0.1700 -0.5570
H 1.9352 1.6365 -1.3488
H 1.1453 2.8952 -0.9603
O 1.5287 2.4749 -1.7363
*
```

These are the Löwdin partial charges, in e, on atoms 1 to 8: C -0.1364; N -0.1341; C -0.3121; O -0.1287; H 0.0733; H 0.0732; H 0.0763; H 0.0703

---

Below is a 4-piece molecular cluster, C2H12NO4 overall, with properties calculated with wB97M-V/def2-TZVPD.

As for the orbital gap: 8.668 eV. Its LUMO energy is 0.1444 Ha.

```
! wB97M-V def2-TZVPD RIJCOSX def2/J DEFGRID3
* xyz -1 1
C 0.6063 0.5701 1.8970
N 1.4472 -0.1379 0.8636
C 1.2975 -1.5834 0.9603
O 0.2672 -2.0801 0.0323
H 0.9746 0.2521 2.9381
H -0.4828 0.3744 1.6981
H 0.7946 1.6370 1.7759
H 1.3129 0.1840 -0.1771
H 0.8392 -2.0212 1.9710
H 2.3636 -1.9745 0.7624
H -2.2759 0.5016 -1.4387
H -1.7972 -1.0310 -1.6053
O -2.4665 -0.2805 -1.8218
H 0.5530 0.7418 -2.2687
H 0.3370 -1.3409 -0.7696
O 0.1305 0.4758 -1.5064
H -0.8653 1.4070 -1.5103
H -1.4784 2.1422 -0.4839
O -1.5577 2.1634 -1.3168
*
```

These are the Löwdin partial charges, in e, on atoms 1 to 8: C -0.1519; N -0.1667; C -0.3513; O -0.1935; H 0.0783; H 0.0782; H 0.0515; H 0.0895

---

Below is C2H12NOPt as an isolated structure, with properties calculated with wB97M-V/def2-TZVPD.

As for the orbital gap (alpha / beta): 6.709 / 8.033 eV. Its LUMO energy (alpha / beta) is -0.1238 / -0.2860 Ha.

```
! wB97M-V def2-TZVPD RIJCOSX def2/J DEFGRID3
* xyz 1 5
C 0.6465 1.2603 -1.7927
Pt -0.2886 -0.0607 -0.6685
N -0.2640 -1.0999 1.1260
H 0.4650 -1.2275 -1.4607
H 0.6188 -1.0021 1.6262
H -1.7952 -0.6280 -0.8136
H 0.8188 0.7744 -2.7757
H 1.5872 1.7528 -1.5406
H -0.0988 2.0693 -1.8707
H -1.0060 -0.7612 1.7402
H -0.4057 -2.0817 0.9956
C 0.0840 2.0094 1.7534
O -0.7580 1.5794 0.6730
H 1.0903 1.6139 1.5910
H -0.3180 1.6337 2.7030
H 0.1274 3.1037 1.7824
H -1.6956 1.7962 0.8364
*
```

These are the Löwdin partial charges, in e, on atoms 1 to 8: C -0.3144; Pt 1.2192; N -0.0863; H -0.1006; H 0.0874; H -0.0641; H 0.0484; H 0.0362

---

Below is a 4-piece molecular cluster, C2H12O3S overall, with properties calculated with wB97M-V/def2-TZVPD.

As for the orbital gap: 9.029 eV. Its LUMO energy is 0.0215 Ha. Its SMILES is CSC.O.O.O.

```
! wB97M-V def2-TZVPD RIJCOSX def2/J DEFGRID3
* xyz 0 1
C -0.6665 -1.2411 2.9021
S -0.8899 -0.6953 1.1958
C -2.6937 -0.8391 1.1469
H -1.1830 -0.4875 3.5028
H -0.9894 -2.2573 3.0661
H 0.4211 -1.1474 3.0585
H -2.9960 -1.8498 1.3964
H -3.0388 -0.6489 0.1464
H -3.1347 -0.1321 1.8358
H 1.7381 0.9153 -0.2967
H 2.2698 0.7017 1.1345
O 2.5377 0.7178 0.2103
H 2.8860 0.7690 -3.8513
H 2.4289 0.5172 -5.2749
O 2.1300 0.4490 -4.3603
H 0.5363 2.4902 -2.1216
H 0.2934 0.9942 -2.1485
O 0.3506 1.7440 -1.5423
*
```

These are the Löwdin partial charges, in e, on atoms 1 to 8: C -0.4300; S 0.7174; C -0.4278; H 0.0325; H 0.0304; H 0.0290; H 0.0313; H 0.0213

---

In order of appearance, maximum force = 2.2, 10.3, 4.1, 1.4 eV Å⁻¹.
In order of appearance, energy relative to the best compared isomer or geometry (same formula, charge and spin) = 45.3, 251.1, 0.0, 46.0 kJ/mol.
In order of appearance, electronic energy = -439.14457, -439.06619, -332.10710, -707.28701 Eh.